Record 1
Entry from OMol25: a 20-piece molecular cluster, H40O20 overall in a non-equilibrium geometry (the ωB97M-V functional and the def2-TZVPD basis).

Calculated values
- Net charge: 0
- Highest occupied orbital energy: -0.389 hartree
- Energy relative to the best compared isomer or geometry (same formula, charge and spin): 408.3 kJ/mol
- 2S+1: 1
- Energy: -41598.7929 eV
- Frontier orbital gap: 0.3790 hartree

Each atom is followed by the atoms it is bonded to, with distances in Å.
Element x y z (Å)
1 O -2.6807 3.5424 -1.9743  H2 0.936, H3 0.955
2 H -2.4527 2.6673 -2.2169  O1 0.936
3 H -2.7610 4.0219 -2.7963  O1 0.955
4 O -2.4345 -0.1444 2.3951  H5 0.951, H6 0.953
5 H -1.9224 0.4505 1.8588  O4 0.951
6 H -3.0338 -0.8341 2.1237  O4 0.953
7 O 0.6150 -4.0624 -2.1888  H8 0.959, H9 0.953
8 H 0.8775 -3.3362 -1.6196  O7 0.959
9 H -0.2885 -4.2748 -1.9709  O7 0.953
10 O 4.5533 -1.7852 0.0423  H11 0.947, H12 0.953
11 H 5.2721 -1.5079 -0.5077  O10 0.947
12 H 4.2976 -2.6950 -0.0803  O10 0.953
13 O -2.0961 0.3394 -2.9898  H14 0.951, H15 0.976
14 H -2.0085 0.2147 -3.9282  O13 0.951
15 H -1.3472 0.8892 -2.6894  O13 0.976
16 O -4.0374 2.3212 1.6715  H17 0.949, H18 0.958
17 H -3.3641 1.7387 1.3442  O16 0.949
18 H -4.0145 3.1932 1.2757  O16 0.958
19 O 0.3878 0.8151 0.7105  H20 0.962, H21 0.944
20 H 1.0215 0.8056 1.4338  O19 0.962
21 H -0.1712 1.5600 0.5575  O19 0.944
22 O 2.3113 2.8551 -2.9214  H23 0.958, H24 0.966
23 H 2.6987 2.9271 -3.7947  O22 0.958
24 H 1.7992 3.6700 -2.8428  O22 0.966
25 O 4.5623 2.4861 2.5348  H26 0.952, H27 0.957
26 H 3.8716 1.8418 2.6565  O25 0.952
27 H 4.2310 3.3840 2.5408  O25 0.957
28 O -5.2098 -0.3976 -3.3471  H29 0.953, H30 0.948
29 H -4.3681 0.0300 -3.4760  O28 0.953
30 H -5.4868 -0.4038 -2.4401  O28 0.948
31 O 0.1664 -2.0311 -0.2070  H32 0.962, H33 0.953
32 H 0.4508 -2.3549 0.6532  O31 0.962
33 H -0.2462 -1.2213 0.0795  O31 0.953
34 O 1.1969 -1.9269 -5.4737  H35 0.952, H36 0.965
35 H 0.9224 -2.6956 -4.9831  O34 0.952
36 H 0.3311 -1.5269 -5.6237  O34 0.965
37 O 3.2990 0.3925 1.1152  H38 0.971, H39 0.964
38 H 3.7227 -0.4634 1.2923  O37 0.971
39 H 3.3020 0.3358 0.1530  O37 0.964
40 O -2.1086 4.2735 2.8068  H41 0.960, H42 0.954
41 H -1.2976 4.7249 2.5603  O40 0.960
42 H -2.3702 4.6391 3.6485  O40 0.954
43 O 2.4516 -4.4421 3.7305  H44 0.961, H45 0.957
44 H 1.8438 -4.6314 3.0104  O43 0.961
45 H 3.1045 -3.8703 3.3282  O43 0.957
46 O 0.9167 -1.0560 4.5023  H47 0.959, H48 0.961
47 H 1.0277 -0.7022 5.3868  O46 0.959
48 H 1.4242 -1.8722 4.4838  O46 0.961
49 O 2.1103 3.7729 -0.3686  H50 0.960, H51 0.957
50 H 2.8137 3.1410 -0.5351  O49 0.960
51 H 1.4857 3.3855 0.2443  O49 0.957
52 O -3.9428 -2.5473 0.4076  H53 0.954, H54 0.958
53 H -3.4577 -2.1581 -0.3154  O52 0.954
54 H -4.6645 -3.0907 0.0896  O52 0.958
55 O 0.1522 1.3723 -1.9355  H56 0.976, H57 0.962
56 H 1.0687 1.6519 -2.1204  O55 0.976
57 H 0.2772 0.5841 -1.3989  O55 0.962
58 O -0.6383 -4.1536 1.9721  H59 0.958, H60 0.956
59 H -0.7303 -3.4904 2.6576  O58 0.958
60 H -1.4333 -4.3510 1.4787  O58 0.956

Record 2
Entry from OMol25: a 20-piece molecular cluster, H40O20 overall in a non-equilibrium geometry (the ωB97M-V functional and the def2-TZVPD basis).

Calculated values
- Net charge: 0
- Highest occupied orbital energy: -0.374 hartree
- Energy relative to the best compared isomer or geometry (same formula, charge and spin): 179.6 kJ/mol
- 2S+1: 1
- Energy: -41601.1631 eV
- Frontier orbital gap: 0.3485 hartree

Each atom is followed by the atoms it is bonded to, with distances in Å.
Element x y z (Å)
1 O -0.5365 4.9641 -0.6220  H2 0.957, H3 0.957
2 H -1.1675 5.3794 -0.0342  O1 0.957
3 H -0.3786 5.6167 -1.3043  O1 0.957
4 O 2.0189 -4.3851 -1.9337  H5 0.957, H6 0.957
5 H 1.3639 -3.6873 -1.9156  O4 0.957
6 H 2.8582 -3.9279 -1.8821  O4 0.957
7 O 1.4330 1.5318 -3.5286  H8 0.957, H9 0.957
8 H 1.6596 2.3558 -3.9597  O7 0.957
9 H 0.7115 1.7584 -2.9418  O7 0.957
10 O -1.6028 2.5465 -4.6319  H11 0.957, H12 0.957
11 H -1.1158 2.6338 -3.8125  O10 0.957
12 H -2.3660 2.0165 -4.4022  O10 0.957
13 O 2.3259 -1.1460 -2.9377  H14 0.957, H15 0.957
14 H 2.3742 -0.3235 -3.4249  O13 0.957
15 H 1.3908 -1.3464 -2.8973  O13 0.957
16 O 0.6495 4.1296 1.8030  H17 0.957, H18 0.957
17 H -0.2779 3.9551 1.9636  O16 0.957
18 H 0.6982 4.3258 0.8674  O16 0.957
19 O -1.8473 -3.6073 0.9992  H20 0.957, H21 0.957
20 H -1.5710 -4.5206 0.9238  O19 0.957
21 H -1.5203 -3.3274 1.8542  O19 0.957
22 O -1.2367 -1.6888 -3.7358  H23 0.957, H24 0.957
23 H -1.4968 -0.8317 -4.0735  O22 0.957
24 H -0.8785 -2.1475 -4.4958  O22 0.957
25 O -0.6138 2.4117 -2.1000  H26 0.957, H27 0.957
26 H -0.6050 1.6506 -1.5196  O25 0.957
27 H -0.7442 3.1580 -1.5150  O25 0.957
28 O 1.7754 -2.8084 3.0843  H29 0.957, H30 0.957
29 H 1.8297 -2.7642 2.1296  O28 0.957
30 H 0.9319 -3.2263 3.2577  O28 0.957
31 O -0.8542 -3.5654 3.4681  H32 0.957, H33 0.957
32 H -0.9326 -4.3360 4.0304  O31 0.957
33 H -1.4915 -2.9446 3.8213  O31 0.957
34 O -0.1368 0.5939 -0.2534  H35 0.957, H36 0.957
35 H -0.7509 0.3628 0.4435  O34 0.957
36 H 0.2531 -0.2399 -0.5159  O34 0.957
37 O 4.3955 -2.8295 -1.7800  H38 0.957, H39 0.957
38 H 3.8651 -2.0954 -2.0900  O37 0.957
39 H 4.3513 -2.7713 -0.8256  O37 0.957
40 O 1.3032 -3.4051 0.5274  H41 0.957, H42 0.957
41 H 0.6026 -3.2886 -0.1144  O40 0.957
42 H 1.8647 -4.0819 0.1495  O40 0.957
43 O -4.3642 4.2197 1.3073  H44 0.957, H45 0.957
44 H -4.5865 4.0004 2.2121  O43 0.957
45 H -3.5835 3.6988 1.1190  O43 0.957
46 O -0.5296 -2.6438 -1.1573  H47 0.957, H48 0.957
47 H -1.2569 -2.9502 -0.6158  O46 0.957
48 H -0.9465 -2.3037 -1.9491  O46 0.957
49 O 2.3596 0.4946 2.1451  H50 0.957, H51 0.957
50 H 1.8664 0.5211 1.3252  O49 0.957
51 H 2.9914 1.2095 2.0682  O49 0.957
52 O -1.9775 2.7537 2.4054  H53 0.957, H54 0.957
53 H -1.5173 2.6881 3.2422  O52 0.957
54 H -2.1271 1.8458 2.1419  O52 0.957
55 O -1.3914 0.0857 2.4228  H56 0.957, H57 0.957
56 H -0.7639 0.0051 3.1411  O55 0.957
57 H -1.9442 -0.6921 2.4986  O55 0.957
58 O 0.2092 2.5347 4.1308  H59 0.957, H60 0.957
59 H 0.4165 2.7607 3.2240  O58 0.957
60 H 0.6137 1.6773 4.2629  O58 0.957

Record 3
Entry from OMol25: a 20-piece molecular cluster, H41O20 overall in a non-equilibrium geometry (the ωB97M-V functional and the def2-TZVPD basis).

Calculated values
- Net charge: +1
- Highest occupied orbital energy: -0.484 hartree
- Energy relative to the best compared isomer or geometry (same formula, charge and spin): 667.1 kJ/mol
- 2S+1: 1
- Energy: -41604.9080 eV
- Frontier orbital gap: 0.3796 hartree

Each atom is followed by the atoms it is bonded to, with distances in Å.
Element x y z (Å)
1 O 1.0958 -5.4178 -0.2501  H44 0.908, H52 0.905
2 H 1.1710 -1.5766 1.1301  O51 1.012
3 O -2.5848 2.2668 4.2978  H4 0.962, H5 0.989
4 H -3.1800 2.9381 3.9505  O3 0.962
5 H -1.8583 2.8721 4.5884  O3 0.989
6 O -4.1186 0.5103 -2.1981  H7 0.964, H8 1.120
7 H -4.5286 -0.1394 -2.7800  O6 0.964
8 H -4.0846 0.1207 -1.1489  O6 1.120
9 O -1.1838 2.2705 -0.8618  H10 1.015, H14 0.848
10 H -2.1781 2.0739 -0.8094  O9 1.015
11 H -0.7614 -5.6360 1.6030  O42 0.967
12 O 1.6158 0.3412 3.5104  H26 0.996, H60 1.011
13 H 0.8994 5.0764 -2.2110  O15 0.947
14 H -0.8687 2.4044 -1.6370  O9 0.848
15 O 1.4897 4.4874 -1.7613  H13 0.947, H17 0.937
16 H -0.1460 -0.6862 1.5245  O51 1.018
17 H 0.8951 3.8100 -2.0165  O15 0.937
18 O -1.1324 -0.8383 -3.0904  H32 0.947, H53 0.942
19 H -1.0010 -4.6978 3.0420  O42 0.930
20 H 0.9573 -0.5622 2.7459  O51 1.140
21 O 3.6493 2.0573 -1.7652  H22 0.846, H23 0.985
22 H 3.5112 2.6307 -1.1588  O21 0.846
23 H 2.7737 1.8076 -2.1419  O21 0.985
24 O -3.0168 1.9150 -4.1392  H25 0.851, H61 0.992
25 H -3.3336 1.7018 -3.3783  O24 0.851
26 H 2.4934 0.7085 3.2152  O12 0.996
27 O 4.8292 1.5218 2.9766  H28 0.955, H29 1.027
28 H 4.2572 1.5972 3.7379  O27 0.955
29 H 4.7697 2.3343 2.3517  O27 1.027
30 O -1.2298 0.8792 1.6235  H31 0.873, H43 0.978
31 H -1.3243 1.4768 0.9941  O30 0.873
32 H -0.9824 -0.6884 -4.0130  O18 0.947
33 O 0.2356 1.7892 -3.8512  H34 0.934, H35 0.949
34 H 0.2489 0.8725 -3.6741  O33 0.934
35 H -0.5900 2.1896 -4.0927  O33 0.949
36 O -1.2268 3.7455 -3.0550  H37 0.955, H38 0.940
37 H -1.3116 4.2672 -2.2595  O36 0.955
38 H -2.1065 3.6887 -3.3820  O36 0.940
39 O 1.3778 -2.5357 -0.0127  H41 0.916, H50 0.886
40 H 2.9251 -4.0573 2.8452  O45 0.868
41 H 0.8728 -3.2977 0.0487  O39 0.916
42 O -1.1927 -5.3684 2.4262  H11 0.967, H19 0.930
43 H -1.8973 0.8601 2.3374  O30 0.978
44 H 1.9976 -5.4642 -0.3403  O1 0.908
45 O 2.0970 -4.0573 3.1048  H40 0.868, H47 0.916
46 H -0.5460 -2.9839 -1.9961  O48 0.837
47 H 1.7848 -3.1963 3.1328  O45 0.916
48 O -0.0438 -3.6495 -2.0639  H46 0.837, H49 0.943
49 H 0.3958 -3.6372 -2.8984  O48 0.943
50 H 1.8153 -2.5121 -0.7831  O39 0.886
51 O 0.6099 -1.2511 1.9064  H2 1.012, H16 1.018, H20 1.140
52 H 0.7998 -5.2372 -1.0859  O1 0.905
53 H -1.4058 -0.0017 -2.7537  O18 0.942
54 O 2.5550 3.4515 3.5458  H55 1.028, H56 0.979
55 H 2.3923 4.0044 4.3971  O54 1.028
56 H 2.5947 4.1971 2.9128  O54 0.979
57 O -3.4667 -2.5592 -0.3065  H58 0.945, H59 0.974
58 H -3.2792 -2.6737 0.6131  O57 0.945
59 H -3.0685 -3.3534 -0.7053  O57 0.974
60 H 1.7561 -0.1414 4.3873  O12 1.011
61 H -3.7298 2.4443 -4.5808  O24 0.992

Record 4
Entry from OMol25: a 21-piece molecular cluster, H41O21 overall in a non-equilibrium geometry (the ωB97M-V functional and the def2-TZVPD basis).

Calculated values
- Net charge: -1
- Highest occupied orbital energy: -0.246 hartree
- Energy relative to the best compared isomer or geometry (same formula, charge and spin): 542.7 kJ/mol
- 2S+1: 1
- Energy: -43662.7481 eV
- Frontier orbital gap: 0.3248 hartree

Each atom is followed by the atoms it is bonded to, with distances in Å.
Element x y z (Å)
1 O -3.1698 -2.3296 -3.1365  H2 0.919, H3 1.004
2 H -3.5776 -3.0973 -2.8383  O1 0.919
3 H -2.2911 -2.7994 -3.2612  O1 1.004
4 O -2.3641 -0.4236 4.8494  H6 1.031, H21 0.972
5 H 2.6632 -1.0991 -0.8099  O60 0.932
6 H -2.0192 -0.8775 3.9903  O4 1.031
7 O -1.7266 -4.2958 -1.4698  H8 1.004, H9 0.945
8 H -1.3626 -5.2276 -1.3791  O7 1.004
9 H -2.1191 -4.0853 -0.6368  O7 0.945
10 O -1.1985 0.0107 1.8928  H11 0.924, H23 1.081
11 H -0.5341 0.5218 2.2816  O10 0.924
12 H -1.0785 -1.8004 1.4414  O28 0.980
13 O 1.4662 2.3443 -1.7652  H14 0.940, H15 0.890
14 H 0.7952 2.9343 -2.0562  O13 0.940
15 H 2.1873 2.5922 -1.3059  O13 0.890
16 O 5.5352 0.6568 0.3735  H17 0.940, H18 0.959
17 H 5.5081 0.7521 -0.5608  O16 0.940
18 H 5.2597 -0.2266 0.6252  O16 0.959
19 O -3.0398 -0.5738 -0.1538  H20 0.953, H29 0.983
20 H -3.3277 0.1404 0.4085  O19 0.953
21 H -2.3214 0.5425 4.7494  O4 0.972
22 O -3.1359 1.6949 1.9860  H24 0.958
23 H -2.0696 0.6514 1.8846  O10 1.081
24 H -3.9993 1.2833 1.9374  O22 0.958
25 O 1.3374 -0.0489 0.2056  H26 0.911, H27 0.860
26 H 1.0728 -0.6084 0.8742  O25 0.911
27 H 0.7184 0.4945 -0.0421  O25 0.860
28 O -0.9171 -2.6519 1.8981  H12 0.980, H30 0.971
29 H -3.7421 -1.2444 -0.3042  O19 0.983
30 H -0.9374 -2.5415 2.8625  O28 0.971
31 O 1.2548 -3.7166 -3.8129  H33 1.018, H62 0.935
32 H -3.2042 2.0768 -0.2247  O46 0.965
33 H 1.5297 -3.5785 -2.8429  O31 1.018
34 O 4.3317 -0.9680 2.6292  H35 0.929, H36 0.982
35 H 4.6693 -1.1016 1.7744  O34 0.929
36 H 3.9316 -0.0723 2.5785  O34 0.982
37 O -0.3187 -0.7745 -3.0971  H38 1.074, H39 0.973
38 H -1.3445 -0.8984 -3.3902  O37 1.074
39 H -0.3765 -0.0219 -2.4828  O37 0.973
40 O -1.7537 3.1361 -2.4338  H41 1.000, H42 0.927
41 H -2.1666 3.2566 -3.3371  O40 1.000
42 H -2.4674 3.0681 -1.8456  O40 0.927
43 O -0.4277 3.8687 1.1634  H44 0.915, H45 1.010
44 H -0.4324 3.3173 0.4337  O43 0.915
45 H -1.3321 3.7271 1.5890  O43 1.010
46 O -3.7489 2.8531 -0.0450  H32 0.965, H47 1.117
47 H -3.7736 2.8651 1.0715  O46 1.117
48 O 2.1602 -4.0347 1.6459  H49 0.977, H50 0.936
49 H 1.5541 -3.2732 1.7361  O48 0.977
50 H 2.9452 -3.6096 1.9264  O48 0.936
51 O 2.7163 1.6129 2.2336  H52 1.025, H53 0.939
52 H 2.4133 1.3230 1.2984  O51 1.025
53 H 2.2586 2.2949 2.6897  O51 0.939
54 O -2.7062 0.2048 -2.5702  H55 1.024, H56 1.023
55 H -2.6238 1.2081 -2.7575  O54 1.024
56 H -2.7670 0.0725 -1.5579  O54 1.023
57 O 2.7315 4.9929 0.1789  H58 0.952, H59 0.951
58 H 1.9398 4.6812 0.6060  O57 0.952
59 H 3.1960 4.1640 0.2119  O57 0.951
60 O 3.4628 -1.5759 -0.7772  H5 0.932, H61 1.050
61 H 3.1728 -2.0070 0.1347  O60 1.050
62 H 0.3228 -3.7835 -3.7724  O31 0.935

energy of number 1 (H40O20)?
-41598.7929 eV